(1)
# C53H48FKN3O4P2S2Si

A molecular structure, C53H48FKN3O4P2S2Si (the ωB97M-V functional and the def2-TZVPD basis, the Open Molecules 2025 dataset).

Each line ends with the Löwdin charge.
Cartesian coordinates (Å):
K  -0.9916  0.1915  1.4534  0.55
C  2.4539  -2.3002  2.2000  -0.17
Si  2.3455  -1.2200  3.7264  0.39
C  3.6975  0.1138  3.5944  -0.17
C  2.7421  -2.2871  5.2365  -0.18
N  0.7570  -0.5609  3.7776  -0.11
C  0.3740  0.3707  4.6772  -0.33
C  1.1537  0.9971  5.6860  -0.05
C  0.6723  1.9952  6.5231  -0.13
C  -0.6367  2.4469  6.4395  -0.13
C  -1.4647  1.8560  5.4845  -0.04
C  -0.9557  0.8768  4.6744  -0.23
F  -1.8282  0.3333  3.7562  -0.08
H  3.4238  -2.8124  2.1370  0.03
H  2.3239  -1.6797  1.3058  0.00
H  1.6641  -3.0608  2.1992  0.03
H  4.4682  -0.1960  2.8781  0.01
H  4.1958  0.2995  4.5525  0.02
H  3.2746  1.0645  3.2457  0.02
H  3.7399  -2.7347  5.1498  0.02
H  2.0126  -3.0987  5.3407  0.02
H  2.7185  -1.6927  6.1569  0.02
H  2.1869  0.6824  5.8123  0.08
H  1.3477  2.4191  7.2586  0.09
H  -1.0110  3.2254  7.0915  0.08
H  -2.5011  2.1422  5.3509  0.11
O  -0.8406  -2.6008  3.8447  -0.09
N  -1.5246  -2.6776  2.6727  -0.02
C  -2.5867  -3.3651  2.7893  -0.12
C  -3.5537  -3.6779  1.7318  -0.20
C  -4.6631  -4.4196  2.1603  -0.05
C  -5.6935  -4.7667  1.3105  -0.09
C  -5.6400  -4.3727  -0.0185  -0.09
C  -4.5449  -3.6544  -0.4735  -0.08
C  -3.4822  -3.3009  0.3688  -0.29
P  -2.0681  -2.3285  -0.2940  1.08
C  -2.5354  -2.0034  -2.0299  -0.39
C  -2.1276  -2.7682  -3.1245  -0.08
C  -2.5211  -2.4150  -4.4107  -0.09
C  -3.3364  -1.3081  -4.6155  -0.09
C  -3.7456  -0.5374  -3.5349  -0.08
C  -3.3314  -0.8753  -2.2508  -0.10
C  -0.7656  -3.5967  -0.5004  -0.37
C  0.5352  -3.1428  -0.7083  -0.10
C  1.5656  -4.0454  -0.9403  -0.09
C  1.3107  -5.4076  -0.9534  -0.10
C  0.0177  -5.8712  -0.7356  -0.09
C  -1.0158  -4.9707  -0.5160  -0.08
H  -0.2197  -1.7945  3.7243  0.00
H  -2.8205  -3.7710  3.7752  0.12
H  -4.7094  -4.7146  3.2037  0.11
H  -6.5357  -5.3346  1.6895  0.10
H  -6.4399  -4.6211  -0.7056  0.10
H  -4.5152  -3.3628  -1.5122  0.10
H  -1.4982  -3.6361  -2.9767  0.10
H  -2.1903  -3.0124  -5.2531  0.10
H  -3.6503  -1.0400  -5.6183  0.10
H  -4.3720  0.3363  -3.6859  0.07
H  -3.6307  -0.2407  -1.4196  0.09
H  0.7432  -2.0751  -0.6765  0.08
H  2.5775  -3.6791  -1.0809  0.10
H  2.1197  -6.1094  -1.1215  0.10
H  -0.1854  -6.9359  -0.7378  0.10
H  -2.0245  -5.3333  -0.3507  0.10
O  -5.5426  4.2376  -3.4102  -0.31
S  -4.5255  3.2312  -3.5585  0.63
O  -4.7626  2.2183  -4.5593  -0.33
N  -4.1469  2.5457  -2.1132  -0.09
C  -2.9270  2.8524  -1.7358  -0.83
S  -2.1448  2.3844  -0.3195  0.61
C  -2.1640  3.6983  -2.7256  -0.23
C  -0.8631  4.1701  -2.6511  -0.04
C  -0.3723  4.9130  -3.7160  -0.07
C  -1.1617  5.1877  -4.8327  -0.08
C  -2.4707  4.7278  -4.9049  -0.04
C  -2.9371  3.9874  -3.8344  -0.22
H  -0.2606  3.9500  -1.7778  0.08
H  0.6464  5.2868  -3.6856  0.10
H  -0.7472  5.7687  -5.6488  0.10
H  -3.1024  4.9345  -5.7615  0.12
O  1.0605  0.2133  0.2155  -0.46
P  1.9369  1.1611  -0.5090  0.78
C  3.6951  0.7647  -0.3738  -0.26
C  4.5844  1.5239  0.3785  -0.08
C  5.9011  1.1046  0.5322  -0.08
C  6.3291  -0.0747  -0.0595  -0.08
C  5.4416  -0.8419  -0.8081  -0.07
C  4.1306  -0.4234  -0.9648  -0.08
C  1.5433  1.1762  -2.2692  -0.26
C  0.2359  0.8369  -2.6191  -0.06
C  -0.1650  0.8796  -3.9484  -0.05
C  0.7384  1.2661  -4.9292  -0.07
C  2.0473  1.5956  -4.5871  -0.08
C  2.4523  1.5476  -3.2601  -0.09
C  1.7451  2.8461  0.1113  -0.28
C  1.0539  3.1032  1.2940  -0.07
C  0.8815  4.4150  1.7222  -0.06
C  1.3961  5.4708  0.9845  -0.07
C  2.0913  5.2201  -0.1922  -0.08
C  2.2619  3.9142  -0.6240  -0.10
H  4.2520  2.4364  0.8584  0.11
H  6.5853  1.6963  1.1285  0.11
H  7.3545  -0.4020  0.0682  0.10
H  5.7707  -1.7683  -1.2637  0.10
H  3.4353  -1.0245  -1.5421  0.11
H  -0.4750  0.5496  -1.8520  0.07
H  -1.1876  0.6141  -4.2052  0.10
H  0.4232  1.3071  -5.9655  0.10
H  2.7559  1.8851  -5.3545  0.10
H  3.4781  1.7898  -2.9990  0.10
H  0.6146  2.3252  1.9127  0.09
H  0.3284  4.6001  2.6351  0.11
H  1.2456  6.4889  1.3214  0.10
H  2.4888  6.0390  -0.7789  0.10
H  2.7865  3.7292  -1.5557  0.10

Values from the calculation:
* net charge: -1
* ΔE to the lowest compared entry with this formula, charge and spin: 0.0 kJ/mol
* largest force on an atom: 0.7 eV/A
* frontier orbital gap: 6.59 eV



(2)
# C53H50N6OP2SSc

A molecular structure, C53H50N6OP2SSc (the ωB97M-V functional and the def2-TZVPD basis, the Open Molecules 2025 dataset).

Each line ends with the Löwdin charge.
Cartesian coordinates (Å):
Sc  0.0102  -0.0393  0.2733  0.96
C  2.6629  0.0160  -1.5364  -0.07
N  2.2125  0.5860  -0.2357  -0.19
C  2.2105  2.0714  -0.3008  -0.10
C  1.0740  2.5633  -1.1478  -0.26
C  1.1858  3.6881  -1.9460  0.03
C  0.0901  4.0956  -2.6918  0.00
C  -1.0754  3.3468  -2.6311  -0.01
C  -1.1040  2.2327  -1.8144  -0.13
N  -0.0610  1.8534  -1.0654  0.00
C  3.1266  0.1794  0.8576  -0.09
C  2.4590  0.2296  2.2066  -0.27
C  3.2014  0.3122  3.3739  0.02
C  2.5530  0.2006  4.5951  0.00
C  1.1738  0.0413  4.6156  -0.01
C  0.4961  0.0147  3.4120  -0.14
N  1.1254  0.0933  2.2291  0.00
C  1.5623  -0.5464  -2.4008  -0.24
C  1.8528  -0.9308  -3.7019  0.02
C  0.8420  -1.4372  -4.4996  0.00
C  -0.4414  -1.5319  -3.9783  -0.01
C  -0.6481  -1.1263  -2.6773  -0.12
N  0.3329  -0.6633  -1.8910  0.01
H  3.3940  -0.7727  -1.3523  0.14
H  3.1855  0.7854  -2.1108  0.15
H  3.1676  2.4312  -0.6885  0.15
H  2.0940  2.4540  0.7138  0.12
H  2.1201  4.2326  -1.9837  0.14
H  0.1510  4.9736  -3.3210  0.13
H  -1.9508  3.6110  -3.2076  0.13
H  -1.9982  1.6257  -1.7534  0.09
H  4.0316  0.7944  0.8568  0.15
H  3.4445  -0.8466  0.6780  0.12
H  4.2744  0.4439  3.3230  0.14
H  3.1166  0.2428  5.5180  0.13
H  0.6253  -0.0422  5.5434  0.13
H  -0.5859  -0.0672  3.3863  0.11
H  2.8610  -0.8269  -4.0818  0.14
H  1.0482  -1.7414  -5.5173  0.13
H  -1.2670  -1.9061  -4.5667  0.13
H  -1.6374  -1.1618  -2.2398  0.09
N  -3.2505  -1.2210  0.2393  -0.37
P  -2.9297  0.4109  0.6711  0.94
C  -4.2031  1.3368  -0.2332  -0.36
C  -5.2817  0.7128  -0.8623  -0.08
C  -6.2517  1.4708  -1.5015  -0.05
C  -6.1644  2.8553  -1.5076  -0.04
C  -5.1091  3.4846  -0.8618  -0.05
C  -4.1331  2.7288  -0.2322  -0.11
C  -3.4398  0.4935  2.4066  -0.37
C  -4.4316  -0.3516  2.9039  -0.08
C  -4.8355  -0.2414  4.2234  -0.05
C  -4.2615  0.7176  5.0513  -0.05
C  -3.2836  1.5680  4.5584  -0.06
C  -2.8691  1.4547  3.2378  -0.11
P  -1.8643  -2.1680  0.4956  0.93
C  -2.1124  -2.9867  2.0836  -0.37
C  -1.1168  -2.9327  3.0509  -0.11
C  -1.2916  -3.5648  4.2758  -0.05
C  -2.4691  -4.2492  4.5307  -0.04
C  -3.4685  -4.3116  3.5631  -0.04
C  -3.2914  -3.6876  2.3418  -0.08
C  -1.9873  -3.5371  -0.6838  -0.35
C  -1.2541  -4.6866  -0.3884  -0.10
C  -1.2937  -5.7813  -1.2364  -0.05
C  -2.0784  -5.7451  -2.3809  -0.04
C  -2.8243  -4.6116  -2.6739  -0.05
C  -2.7752  -3.5098  -1.8322  -0.11
H  -3.9237  -1.4417  -0.4799  0.04
H  -5.4122  -0.3617  -0.8325  0.10
H  -7.0864  0.9779  -1.9815  0.12
H  -6.9264  3.4432  -2.0010  0.12
H  -5.0528  4.5648  -0.8402  0.12
H  -3.3319  3.2334  0.2936  0.09
H  -4.8816  -1.0984  2.2619  0.10
H  -5.6054  -0.8966  4.6085  0.12
H  -4.5870  0.8043  6.0795  0.12
H  -2.8497  2.3256  5.1983  0.11
H  -2.1115  2.1268  2.8533  0.07
H  -0.1972  -2.3999  2.8425  0.06
H  -0.5130  -3.5256  5.0270  0.11
H  -2.6124  -4.7423  5.4829  0.12
H  -4.3816  -4.8556  3.7645  0.12
H  -4.0681  -3.7459  1.5875  0.12
H  -0.6724  -4.7445  0.5250  0.11
H  -0.7269  -6.6703  -0.9928  0.12
H  -2.1257  -6.6066  -3.0335  0.12
H  -3.4586  -4.5905  -3.5502  0.12
H  -3.3787  -2.6459  -2.0922  0.10
C  2.4498  -3.1091  2.0746  0.02
C  1.9186  -3.0007  0.6759  -0.34
O  1.2218  -2.0299  0.3424  -0.10
C  2.2464  -4.0497  -0.2973  -0.16
C  1.6027  -4.0609  -1.5413  -0.03
C  1.9023  -5.0381  -2.4694  -0.05
C  2.8459  -6.0152  -2.1682  -0.03
C  3.4812  -6.0232  -0.9336  -0.03
C  3.1801  -5.0494  0.0021  0.00
H  2.1292  -2.2695  2.6845  0.06
H  3.5414  -3.1448  2.0575  0.11
H  2.1143  -4.0413  2.5331  0.12
H  0.8407  -3.3241  -1.7497  0.10
H  1.3942  -5.0552  -3.4247  0.12
H  3.0800  -6.7805  -2.8967  0.12
H  4.2084  -6.7892  -0.7024  0.12
H  3.6826  -5.0714  0.9595  0.12
S  0.3274  4.7820  3.3087  1.11
C  -0.6368  5.0155  1.9231  -0.35
C  -0.7243  3.8541  1.2253  -0.26
N  -0.0610  2.7797  1.7700  -0.05
C  0.5342  3.1527  2.8761  -0.49
H  -1.0790  5.9710  1.6921  0.09
H  -1.2535  3.7350  0.2937  0.08
H  1.1218  2.4899  3.4949  0.06

Values from the calculation:
* net charge: +3
* ΔE to the lowest compared entry with this formula, charge and spin: 58.8 kJ/mol
* largest force on an atom: 0.6 eV/A
* frontier orbital gap: 8.04 eV



For the records above, the corresponding calculated total energy values read -4982.278708, -4294.450590 a.u..